(1)
Computed, not measured: C35H35BCrNO3 as an isolated structure, with ωB97M-V with the def2-TZVPD basis set.

Structure (XYZ):
```
76
C35H35BCrNO3 (ωB97M-V with the def2-TZVPD basis set)
O 3.364 0.285 9.543
C 3.303 0.432 8.382
Cr 3.205 0.344 6.496
C 2.325 -1.273 6.916
O 1.847 -2.255 7.337
C 4.822 -0.667 6.628
O 5.724 -1.370 6.855
C 4.150 1.735 5.130
C 3.506 2.454 6.145
C 2.161 2.188 6.448
C 1.423 1.252 5.693
C 0.070 0.854 6.089
C -1.045 0.491 6.413
C -2.293 -0.030 7.029
C -2.708 -1.436 6.549
C -1.803 -2.209 5.805
C -2.125 -3.519 5.422
C -3.337 -4.096 5.816
C -4.219 -3.354 6.607
C -3.900 -2.040 6.970
C -3.420 1.004 7.173
C -3.382 2.211 6.465
C -4.391 3.171 6.628
C -5.465 2.918 7.487
C -5.485 1.738 8.237
C -4.433 0.821 8.128
C 2.098 0.510 4.695
C 3.434 0.781 4.387
H 5.208 1.918 4.916
H 4.073 3.181 6.733
H 1.670 2.703 7.282
H -0.842 -1.777 5.530
H -1.411 -4.098 4.835
H -3.601 -5.109 5.505
H -5.150 -3.791 6.968
H -4.598 -1.502 7.600
H -2.530 2.408 5.809
H -4.313 4.130 6.108
H -6.280 3.638 7.581
H -6.301 1.548 8.933
H -4.396 -0.025 8.812
H 1.552 -0.280 4.165
H 3.934 0.212 3.599
C -0.127 -3.014 11.012
C 0.108 -1.557 10.731
N -0.455 -0.595 11.745
C -0.414 -0.995 13.168
C 0.755 -1.094 13.909
C 0.634 -1.397 15.286
C -0.618 -1.563 15.883
C -1.777 -1.468 15.103
C -1.656 -1.227 13.737
C 0.101 0.786 11.414
C -0.445 1.857 12.341
C -0.200 1.166 9.963
B -2.122 -0.667 11.778
H -1.935 -0.222 8.022
H 0.485 -3.586 10.298
H 0.136 -3.288 12.039
H -1.169 -3.273 10.814
H 1.180 -1.353 10.611
H -0.381 -1.262 9.789
H 1.741 -0.931 13.456
H 1.540 -1.483 15.898
H -0.720 -1.764 16.960
H -2.760 -1.565 15.568
H -2.576 -1.209 13.080
H 1.191 0.709 11.530
H 0.093 2.795 12.149
H -1.508 2.029 12.140
H -0.307 1.625 13.400
H 0.271 2.140 9.758
H 0.228 0.481 9.219
H -1.285 1.259 9.796
H -2.475 -1.579 11.102
H -2.549 0.435 11.770
```

Summary:
**Calculated total energy**: -2703.74942 a.u.
**Strongest force on any atom**: 7.81 eV/Å
**Orbital gap (spin up / spin down)**: 6.671 / 5.298 eV
**HOMO energy (spin up / spin down)**: -12.2474 / -13.3202 eV
**Total charge**: +2
**<S²>**: 3.802
**Spin multiplicity**: 4

=====

(2)
Computed, not measured: C35H35CrF5N2O6PS4 as an isolated structure, with ωB97M-V with the def2-TZVPD basis set.

Structure (XYZ):
```
89
C35H35CrF5N2O6PS4 (ωB97M-V with the def2-TZVPD basis set)
Cr 0.203 -0.078 0.360
F -3.462 -5.852 -2.525
C -2.893 -4.645 -2.326
C -2.976 -4.023 -1.096
F -3.642 -4.625 -0.098
C -2.396 -2.780 -0.899
F -2.560 -2.227 0.299
C -1.702 -2.112 -1.905
S -0.904 -0.558 -1.765
C -1.655 -2.770 -3.135
F -1.017 -2.210 -4.178
C -2.231 -4.006 -3.354
F -2.147 -4.596 -4.564
O -1.824 -2.067 3.863
S -1.002 -0.961 3.433
O -1.306 0.315 4.045
O -0.954 -0.893 1.955
C 0.663 -1.366 4.065
C 0.761 -2.619 4.659
C 1.891 -2.989 5.377
C 2.936 -2.098 5.531
C 2.870 -0.857 4.916
C 1.756 -0.486 4.176
S 1.911 1.025 3.216
O 1.346 2.141 3.935
O 3.311 1.145 2.886
O 1.069 0.607 2.078
H -0.079 -3.290 4.562
H 1.945 -3.976 5.820
H 3.818 -2.378 6.095
H 3.706 -0.172 4.959
C -2.928 2.343 -1.214
C -1.588 3.022 -0.920
C -1.796 4.531 -0.799
P -0.626 2.238 0.458
C -1.351 2.673 2.089
C -1.160 4.065 2.684
C -2.818 2.239 2.120
C 1.016 2.986 0.237
C 1.393 4.287 0.562
C 2.660 4.780 0.287
C 3.046 6.189 0.649
C 3.560 3.920 -0.338
C 3.217 2.623 -0.664
C 1.943 2.122 -0.369
N 1.582 0.799 -0.652
C 2.430 0.137 -1.590
C 3.465 -0.687 -1.146
C 3.824 -0.791 0.311
C 4.237 -1.359 -2.093
C 4.039 -1.202 -3.455
C 4.873 -1.956 -4.457
C 3.062 -0.303 -3.869
C 2.270 0.384 -2.959
C 1.309 1.428 -3.456
H -3.307 2.695 -2.178
H -3.669 2.598 -0.456
H -2.837 1.259 -1.264
H -0.919 2.834 -1.769
H -2.512 4.758 -0.007
H -2.211 4.914 -1.736
H -0.874 5.074 -0.599
H -0.816 1.987 2.746
H -1.552 4.869 2.057
H -0.111 4.253 2.906
H -1.693 4.095 3.639
H -3.469 2.981 1.646
H -3.124 2.124 3.161
H -2.974 1.275 1.633
H 0.684 4.941 1.051
H 2.241 6.685 1.192
H 3.268 6.790 -0.237
H 3.934 6.207 1.286
H 4.566 4.267 -0.556
H 3.950 1.971 -1.124
H 4.050 0.190 0.734
H 4.696 -1.436 0.434
H 3.011 -1.201 0.907
H 5.023 -2.020 -1.741
H 5.555 -2.644 -3.957
H 5.471 -1.278 -5.072
H 4.246 -2.541 -5.133
H 2.909 -0.129 -4.930
H 1.246 1.393 -4.544
H 1.640 2.429 -3.163
H 0.307 1.280 -3.053
S 1.086 -4.704 -0.254
C 0.954 -3.089 0.012
N 0.874 -1.941 0.193
```

Summary:
**Calculated total energy**: -5393.75887 a.u.
**Strongest force on any atom**: 0.73 eV/Å
**Orbital gap (spin up / spin down)**: 6.800 / 6.770 eV
**HOMO energy (spin up / spin down)**: -2.5910 / -2.5603 eV
**Total charge**: -2
**<S²>**: 0.765
**Spin multiplicity**: 2

=====

(3)
Computed, not measured: C35H35F5GeO6RuSe as an isolated structure, with ωB97M-V with the def2-TZVPD basis set.

Structure (XYZ):
```
84
C35H35F5GeO6RuSe (ωB97M-V with the def2-TZVPD basis set)
Ru -0.608 -0.601 -2.106
C -2.194 2.467 -2.041
C -3.175 1.332 -2.362
O -2.581 0.518 -3.354
C -3.312 -0.659 -3.672
C -2.593 -1.306 -4.855
O -1.219 -1.511 -4.533
C -0.286 -1.020 -5.476
C -0.092 0.496 -5.395
O 0.273 0.857 -4.073
C 0.251 2.257 -3.865
C 0.198 2.533 -2.360
O -0.914 1.925 -1.730
H -2.560 3.026 -1.170
H -2.125 3.146 -2.898
H -4.115 1.754 -2.744
H -3.383 0.745 -1.455
H -4.344 -0.406 -3.944
H -3.324 -1.347 -2.816
H -2.687 -0.657 -5.730
H -3.052 -2.276 -5.074
H -0.590 -1.296 -6.492
H 0.662 -1.514 -5.239
H -1.018 1.018 -5.675
H 0.699 0.795 -6.097
H -0.629 2.692 -4.359
H 1.150 2.718 -4.294
H 0.203 3.615 -2.181
H 1.072 2.081 -1.879
F 4.619 -4.642 1.401
C 3.769 -4.163 0.499
C 4.053 -4.266 -0.863
F 5.192 -4.825 -1.259
C 3.143 -3.771 -1.788
F 3.402 -3.841 -3.092
C 1.938 -3.184 -1.397
Se 0.691 -2.593 -2.699
C 1.693 -3.077 -0.032
F 0.544 -2.497 0.359
C 2.590 -3.547 0.912
F 2.332 -3.408 2.214
O -2.413 -1.554 -0.799
C -2.020 -1.062 0.266
O -1.081 -0.204 0.272
C -2.633 -1.428 1.589
C -1.534 -1.439 2.626
Ge -0.188 0.078 2.275
C -0.955 1.920 2.275
C -2.068 2.201 3.056
C -2.614 3.472 3.087
C -2.052 4.484 2.326
C -0.955 4.209 1.524
C -0.408 2.937 1.503
C 0.462 -0.229 4.286
C 0.099 0.648 5.278
C 0.380 0.318 6.599
C 1.019 -0.870 6.897
C 1.399 -1.732 5.884
C 1.106 -1.414 4.566
C 1.641 0.133 1.414
C 2.729 0.365 2.246
C 4.001 0.540 1.732
C 4.209 0.480 0.365
C 3.133 0.267 -0.480
C 1.861 0.104 0.046
H -3.149 -2.386 1.511
H -3.376 -0.655 1.802
H -0.985 -2.379 2.591
H -1.926 -1.320 3.635
H -2.505 1.415 3.659
H -3.476 3.675 3.707
H -2.466 5.481 2.358
H -0.520 4.997 0.923
H 0.457 2.731 0.887
H -0.388 1.581 5.046
H 0.093 1.002 7.384
H 1.224 -1.126 7.925
H 1.920 -2.652 6.105
H 1.397 -2.091 3.780
H 2.573 0.421 3.313
H 4.829 0.719 2.402
H 5.199 0.612 -0.042
H 3.281 0.243 -1.551
H 1.027 -0.061 -0.654
```

Summary:
**Calculated total energy**: -6878.33059 a.u.
**Strongest force on any atom**: 3.22 eV/Å
**Orbital gap (spin up / spin down)**: 8.056 / 4.335 eV
**HOMO energy (spin up / spin down)**: -10.1628 / -10.1514 eV
**Total charge**: +1
**<S²>**: 8.769
**Spin multiplicity**: 6